Record 1
{"formula": "C6H7N", "method": "the ωB97M-V functional and the def2-TZVPD basis", "homo_lumo_gap_ev": [7.6, 7.7], "multiplicity": 2, "e_above_lowest_kcal_mol": 91.6, "charge": 1, "homo_ev": [-14.642, -14.575], "symbols": ["N", "C", "C", "C", "C", "C", "C", "H", "H", "H", "H", "H", "H", "H"], "xyz": [[1.70125, -1.33621, -0.41964], [0.75435, -0.17685, -0.67086], [-1.64830, -0.28758, -0.40224], [-0.32009, 1.12745, 1.08876], [0.85730, 0.77621, 0.42304], [-1.55090, 0.62631, 0.72264], [-0.55629, -0.64926, -1.05154], [1.15503, 0.35346, -1.56529], [2.05764, -1.69325, -1.28999], [-2.43816, 0.88935, 1.28098], [-2.64168, -0.61667, -0.69652], [-0.28478, 1.71306, 1.99508], [1.78313, 1.31948, 0.55895], [1.13150, -2.04551, 0.02664]], "atomic_forces_ev_per_a": [[-0.66, 0.93, 0.29], [1.95, -1.55, -1.61], [-2.27, 0.65, 0.54], [1.83, 0.14, 0.73], [-2.45, 1.10, 0.44], [0.34, -1.53, -1.64], [0.49, 0.79, 0.97], [0.00, 0.05, 0.22], [0.02, -0.16, -0.28], [-0.11, 0.01, -0.04], [0.10, -0.12, 0.10], [0.19, 0.44, -0.15], [0.21, -0.45, 0.41], [0.35, -0.29, 0.03]]}

Record 2
{"formula": "C5H8NO3P", "method": "the ωB97M-V functional and the def2-TZVPD basis", "homo_lumo_gap_ev": 4.9, "e_above_lowest_kcal_mol": 144.5, "charge": -2, "smiles": "O=C([O-])[C@@]1(P)CCCN1[O-]", "homo_ev": 1.785, "symbols": ["P", "O", "O", "O", "N", "C", "C", "C", "C", "C", "H", "H", "H", "H", "H", "H", "H", "H"], "xyz": [[1.47478, -1.77843, 0.74178], [3.69754, 0.13590, 0.26358], [2.57132, 1.89360, -0.41193], [0.67153, -1.40437, -1.91269], [0.66774, -0.15873, -1.32786], [1.29984, 0.01452, -0.06364], [-0.80872, 0.37195, -1.22338], [2.62085, 0.72562, -0.03516], [0.36600, 0.88657, 0.73219], [-1.00490, 0.36095, 0.24858], [-1.38960, -0.27967, -1.73152], [0.61335, 1.91269, 0.45597], [0.48062, 0.70571, 1.85528], [-0.78181, 1.40504, -1.57723], [2.69317, -1.74250, 0.23870], [-1.93595, 0.90560, 0.76285], [0.90843, -2.05667, -0.47286], [-1.09273, -0.70513, 0.49675]], "atomic_forces_ev_per_a": [[-1.30, 1.35, 2.53], [-0.30, -0.21, 0.44], [-0.25, 2.40, -0.43], [0.03, -0.20, -0.32], [-2.11, 1.66, -2.06], [-0.45, -1.94, 2.15], [3.80, 1.73, 1.59], [2.68, -0.89, -0.99], [-1.30, -0.77, 1.99], [-1.30, 0.92, 1.88], [-1.82, -1.84, -1.95], [-0.52, 0.14, 0.12], [0.06, 0.47, -1.38], [-0.35, -0.02, -0.47], [2.41, -0.64, -0.64], [1.64, -0.80, -1.28], [-0.91, -1.50, -1.64], [0.00, 0.15, 0.47]]}

Record 3
{"formula": "C37H31N4O3PdSTe", "method": "the ωB97M-V functional and the def2-TZVPD basis", "homo_lumo_gap_ev": 6.3, "e_above_lowest_kcal_mol": 0.0, "charge": -1, "homo_ev": -4.152, "symbols": ["Te", "Pd", "S", "O", "O", "O", "N", "N", "N", "N", "C", "C", "C", "C", "C", "C", "C", "C", "C", "C", "C", "C", "C", "C", "C", "C", "C", "C", "C", "C", "C", "C", "C", "C", "C", "C", "C", "C", "C", "C", "C", "C", "C", "C", "C", "C", "C", "H", "H", "H", "H", "H", "H", "H", "H", "H", "H", "H", "H", "H", "H", "H", "H", "H", "H", "H", "H", "H", "H", "H", "H", "H", "H", "H", "H", "H", "H", "H"], "xyz": [[-4.06429, -1.10718, -2.38009], [-0.58067, 1.31847, 1.10524], [0.51849, 0.65119, 2.97708], [1.41091, 1.00579, -0.80150], [-1.70386, 1.97313, -0.45780], [5.28017, 1.60859, -1.23012], [-0.67974, -0.58696, 0.33111], [-0.58397, 3.10261, 1.97333], [-0.05253, 3.28491, 3.24634], [1.06226, 2.31406, 4.98077], [-1.03554, 4.17278, 1.42683], [-2.08431, -0.81019, -1.63948], [0.28882, -1.43838, 0.23752], [4.20887, 1.62685, -0.64356], [3.58812, 0.38403, -0.12781], [2.35926, 4.42484, 1.11552], [3.56508, 2.94865, -0.35259], [-4.89400, -3.59613, -0.79267], [1.68794, -1.07421, 0.33860], [2.83930, 3.15811, 0.81334], [2.15460, 0.18972, -0.21862], [-1.96831, 3.20842, -0.71534], [3.26994, 5.26334, -0.94676], [0.00935, -2.88942, -0.02699], [4.89174, -2.80304, 1.52418], [-2.02917, -0.93753, -0.12453], [-3.32681, -4.07581, -2.54686], [-4.14028, -5.85343, -1.14516], [4.42519, -0.57519, 0.39864], [-2.63332, 5.87732, -1.44797], [-2.63248, 3.51325, -1.93412], [-3.34167, -5.41700, -2.19271], [2.56292, 5.47430, 0.23079], [2.59708, -2.00719, 0.85071], [-2.00583, 5.61042, -0.25635], [-0.66661, -3.66279, 0.91201], [0.50217, -3.49436, -1.17824], [-4.91570, -4.94116, -0.44540], [-4.10337, -3.15400, -1.84961], [3.78526, 4.00861, -1.22591], [-2.94731, 4.79937, -2.28852], [-0.85304, -5.02072, 0.70011], [-1.66252, 4.30465, 0.13902], [0.30539, -4.84965, -1.39685], [3.95745, -1.78744, 0.91793], [-0.36827, -5.61587, -0.45594], [0.46207, 2.20867, 3.74441], [-1.78128, 0.19286, -1.93319], [0.79090, 3.12589, 5.51140], [-1.03282, -3.19333, 1.81780], [4.80322, -3.77844, 1.03813], [1.05760, -2.89461, -1.88943], [-2.86892, 2.68069, -2.58540], [0.69023, -5.31028, -2.29837], [-0.92927, 5.07826, 2.02098], [-2.72446, -6.12133, -2.73636], [-5.48856, -2.88422, -0.23417], [2.64905, 2.33142, 1.48879], [4.69787, -2.95229, 2.58984], [-2.32060, -1.94321, 0.18060], [3.42281, 6.07931, -1.64278], [2.20740, -2.94789, 1.23220], [4.36309, 3.82753, -2.12296], [-2.72552, -0.23050, 0.32071], [5.92882, -2.47955, 1.42364], [-2.87875, 6.89201, -1.73101], [-1.37723, -5.61416, 1.43873], [-1.43733, -1.53964, -2.12577], [1.81036, 4.57816, 2.03601], [2.16503, 6.45711, 0.45532], [5.48966, -0.35978, 0.40560], [-2.70627, -3.74305, -3.36991], [-1.75560, 6.42518, 0.41540], [1.13714, 1.45677, 5.50027], [-4.15168, -6.90090, -0.87024], [-5.53453, -5.27265, 0.37941], [-0.51516, -6.67594, -0.62244], [-3.44401, 4.98214, -3.23475]], "atomic_forces_ev_per_a": [[0.01, -0.02, -0.01], [-0.02, -0.02, 0.03], [0.03, 0.01, 0.01], [0.01, 0.01, 0.00], [-0.04, 0.03, -0.04], [-0.01, -0.01, -0.02], [0.03, -0.02, 0.01], [0.04, -0.01, 0.00], [0.01, -0.01, 0.00], [0.01, 0.01, -0.01], [0.00, 0.00, 0.00], [0.00, 0.02, 0.01], [-0.04, 0.00, -0.02], [0.03, -0.02, 0.05], [0.03, -0.01, 0.02], [0.00, -0.03, -0.01], [-0.01, 0.04, -0.04], [0.00, 0.00, 0.00], [0.05, 0.04, 0.01], [-0.03, 0.03, 0.04], [-0.01, -0.03, -0.04], [0.00, 0.00, 0.02], [-0.01, 0.01, 0.01], [-0.01, -0.01, 0.02], [0.01, 0.00, 0.00], [0.00, -0.01, 0.00], [0.00, 0.00, 0.00], [0.00, 0.00, 0.00], [-0.04, 0.02, 0.00], [0.00, 0.01, 0.00], [0.00, 0.01, -0.01], [0.00, 0.00, 0.00], [0.00, 0.01, -0.01], [-0.05, -0.03, 0.01], [-0.01, 0.00, -0.01], [-0.01, 0.01, 0.00], [0.00, 0.01, -0.01], [0.00, 0.00, 0.00], [-0.01, 0.01, 0.00], [0.02, -0.04, 0.01], [0.00, -0.01, 0.01], [0.00, 0.00, -0.01], [0.00, 0.00, -0.01], [0.00, 0.00, 0.00], [0.04, 0.01, -0.01], [0.00, 0.00, 0.01], [-0.04, -0.01, 0.01], [0.00, -0.01, 0.00], [0.00, -0.01, 0.00], [0.00, 0.00, 0.00], [-0.01, 0.00, 0.00], [0.00, 0.00, 0.00], [0.00, 0.00, 0.00], [0.00, 0.00, 0.00], [-0.01, 0.00, 0.00], [0.00, 0.00, 0.00], [0.00, 0.00, 0.00], [0.01, -0.01, -0.01], [0.00, 0.00, 0.00], [0.00, -0.01, 0.00], [0.00, 0.00, 0.00], [0.00, 0.00, 0.00], [0.00, 0.00, 0.00], [0.00, 0.00, 0.00], [0.00, 0.00, 0.00], [0.00, 0.00, 0.00], [0.00, 0.00, 0.00], [-0.01, 0.00, 0.00], [0.00, 0.01, 0.01], [0.00, 0.00, 0.00], [0.01, -0.02, 0.00], [0.00, 0.00, 0.00], [0.00, 0.00, 0.00], [0.00, 0.01, 0.00], [0.00, 0.00, 0.00], [0.00, 0.00, 0.00], [0.00, 0.00, 0.00], [0.00, 0.00, 0.00]]}

Record 4
{"formula": "C6H4O", "method": "the ωB97M-V functional and the def2-TZVPD basis", "homo_lumo_gap_ev": 9.3, "e_above_lowest_kcal_mol": 65.5, "homo_ev": -8.938, "symbols": ["O", "C", "C", "C", "C", "C", "C", "H", "H", "H", "H"], "xyz": [[-0.23093, -1.19159, -0.34436], [0.54249, -0.12884, -0.00064], [-1.58825, 0.48265, 0.23646], [3.06820, -0.96175, -0.12225], [-1.51893, -0.80118, -0.19562], [-0.23518, 0.92423, 0.36804], [1.97395, -0.28333, -0.12778], [0.11742, 1.89023, 0.70230], [2.62047, 0.56162, -0.50663], [-2.48609, 1.05170, 0.43276], [-2.26315, -1.54374, -0.44230]], "atomic_forces_ev_per_a": [[0.06, 0.01, -0.02], [-0.01, 0.22, 0.02], [-0.03, -0.12, -0.03], [-0.59, 0.36, -0.02], [-0.18, 0.10, 0.04], [0.14, -0.04, -0.03], [0.32, -0.45, 0.03], [-0.05, -0.15, -0.08], [0.11, 0.08, 0.05], [0.13, -0.12, -0.02], [0.10, 0.12, 0.06]]}

Record 5
{"formula": "C5H7NO", "method": "the ωB97M-V functional and the def2-TZVPD basis", "homo_lumo_gap_ev": 9.5, "e_above_lowest_kcal_mol": 102.8, "homo_ev": -9.459, "symbols": ["O", "N", "C", "C", "C", "C", "C", "H", "H", "H", "H", "H", "H", "H"], "xyz": [[-2.01052, 4.80461, 0.40604], [-0.21239, -0.00734, -0.26924], [-0.07467, -2.23622, 0.56498], [1.86860, -1.17912, -0.60526], [-0.73047, -1.02661, 0.48586], [1.30680, -2.22375, 0.07096], [1.10456, -0.06219, -0.62928], [-1.82580, -0.87600, 0.81925], [1.89154, -3.09538, 0.55993], [2.74061, -1.07850, -1.23179], [-3.40165, 5.03493, 0.17898], [-0.58258, -2.97427, 1.08452], [1.55163, 0.88513, -1.25069], [-1.62567, 4.03472, -0.18425]], "atomic_forces_ev_per_a": [[-4.16, -0.59, -1.89], [1.46, 0.37, 1.65], [2.92, 3.03, -0.97], [0.00, 0.02, 0.07], [-1.18, 1.05, -2.30], [-1.18, -3.73, 3.09], [-2.56, 3.30, -2.57], [1.95, -0.30, -0.47], [-0.63, 1.16, -1.86], [0.75, -0.82, 0.74], [6.14, -1.53, 0.53], [-0.10, -1.85, 0.90], [-1.44, -2.20, 1.71], [-1.98, 2.09, 1.37]]}

Record 6
{"formula": "C31H28BrIN5NdO10SSi", "method": "the ωB97M-V functional and the def2-TZVPD basis", "homo_lumo_gap_ev": [6.1, 6.1], "multiplicity": 4, "e_above_lowest_kcal_mol": 0.0, "charge": -2, "homo_ev": [-2.815, -2.818], "symbols": ["Nd", "I", "Br", "S", "Si", "O", "O", "O", "O", "O", "O", "O", "O", "O", "O", "N", "N", "N", "N", "N", "C", "C", "C", "C", "C", "C", "C", "C", "C", "C", "C", "C", "C", "C", "C", "C", "C", "C", "C", "C", "C", "C", "C", "C", "C", "C", "C", "C", "C", "C", "C", "H", "H", "H", "H", "H", "H", "H", "H", "H", "H", "H", "H", "H", "H", "H", "H", "H", "H", "H", "H", "H", "H", "H", "H", "H", "H", "H", "H"], "xyz": [[-0.64635, -0.67208, 0.03996], [2.52562, -1.48647, 1.54884], [-3.06754, 6.04280, 1.69883], [-1.86415, -2.13127, 2.03180], [1.02819, 0.77698, -3.31580], [-0.68916, -2.99792, 1.98570], [0.70029, 0.25779, 7.30077], [-2.39335, -2.13587, 0.59057], [-0.45129, -0.42393, 5.62627], [1.22031, 3.27807, 0.96730], [0.48856, 1.15942, 1.07337], [-2.97892, -2.30594, 2.89815], [4.26795, 4.54874, 4.70934], [-1.22729, -0.73866, 2.28612], [3.89072, 3.65473, 6.63086], [-2.23336, 1.61413, 0.63612], [0.40955, 0.26497, 6.12200], [3.70186, 3.75877, 5.42837], [-0.34211, 0.40883, -2.38181], [-2.45836, -0.19608, -1.82455], [-4.28658, -0.05046, -3.36190], [-4.61741, -0.70676, -0.95528], [2.36462, 2.92383, 3.51297], [-3.41212, 0.36616, -4.35723], [3.31172, -4.32681, 1.22125], [1.90052, -4.82982, -1.16539], [-2.32770, 3.90669, -0.03442], [3.37457, -5.59144, 0.62753], [0.47426, -4.09286, -2.92174], [-1.59568, 0.24575, -2.79226], [0.86158, -2.54306, -1.02526], [0.76921, 1.17931, 3.86861], [1.43229, -0.48646, -4.67392], [-2.10924, 2.54962, -0.28965], [0.28832, -2.86172, -2.21135], [1.26967, -5.07843, -2.41969], [-2.79308, 3.25890, 2.24032], [-2.65343, 4.24277, 1.26281], [-2.07662, 0.52387, -4.11117], [0.81727, 2.48916, -4.15526], [2.69509, -5.83590, -0.53374], [2.49767, 0.90706, -2.20132], [1.38086, 2.08994, 2.99798], [2.68806, 2.88471, 4.84574], [-3.74610, -0.31506, -2.11356], [1.09499, 1.19824, 5.19529], [1.73348, -3.54560, -0.50979], [2.04880, 2.02364, 5.73274], [1.00255, 2.20673, 1.52621], [-2.55134, 1.95218, 1.89038], [2.52484, -3.36912, 0.64698], [-2.95015, 3.54623, 3.26477], [2.74973, -0.00084, -1.69018], [3.44945, 1.25284, -2.72555], [-3.81015, 0.54472, -5.36447], [2.77161, -6.79744, -0.99814], [2.83472, 3.62258, 2.85486], [-1.81957, 2.24419, -1.26216], [0.05911, 0.47157, 3.42029], [-0.35108, -2.13142, -2.70095], [-4.32218, -1.69904, -0.59901], [0.58588, -0.63427, -5.39337], [2.34120, -0.18917, -5.22333], [1.68886, 2.78230, -4.72633], [-5.36600, -0.20952, -3.53590], [1.44656, -6.03019, -2.90545], [2.35601, 2.03191, 6.78939], [-2.64047, 1.12338, 2.60313], [-2.12559, 4.63064, -0.82040], [0.65942, 3.23232, -3.34940], [3.90026, -4.09809, 2.08851], [-5.66734, -0.66560, -1.24812], [2.26880, 1.64522, -1.43405], [-4.42968, 0.00195, -0.13513], [-1.42095, 0.90991, -4.84968], [3.91128, -6.37174, 1.10635], [-0.01070, 2.49359, -4.87573], [1.63368, -1.47638, -4.20134], [0.01506, -4.22172, -3.87669]], "atomic_forces_ev_per_a": [[0.66, 0.61, -1.23], [-0.07, 0.18, 0.09], [0.14, 0.08, 0.05], [0.76, 0.58, -0.77], [0.12, 0.33, -0.71], [-0.38, -0.79, 0.70], [0.44, 0.22, 0.33], [0.52, 0.84, 0.48], [-0.02, -0.14, 0.13], [0.07, 0.14, -0.14], [-0.12, -0.41, -0.73], [-0.51, -0.85, 1.33], [0.26, 0.19, -0.21], [-1.10, -0.49, -0.44], [0.33, 0.25, -0.11], [0.05, -0.50, -0.02], [-0.69, -0.16, -0.72], [-0.25, -0.04, 0.28], [0.06, -0.21, 0.41], [0.45, 0.23, -0.74], [-0.66, -0.31, 0.15], [0.11, 0.08, -0.03], [-0.16, 0.31, -0.43], [-0.32, -0.02, -0.89], [-0.10, 0.14, -0.38], [0.34, 0.09, 0.68], [0.43, -0.19, 0.03], [-0.61, 0.20, -0.41], [0.40, 0.32, 0.42], [0.34, 0.12, -0.06], [0.29, 0.33, 0.73], [-0.45, -0.10, -1.80], [-0.40, -0.61, -0.11], [-0.39, 0.82, 0.97], [-0.47, -0.61, -1.21], [0.01, 0.53, 0.79], [0.47, 0.76, 0.00], [-0.37, -0.29, -0.17], [-0.61, -0.25, 0.87], [-0.20, -0.27, 0.35], [-0.19, 0.82, -0.14], [1.26, 0.98, -0.52], [0.36, 0.06, 0.95], [-0.42, -0.72, 0.80], [-0.70, -0.08, 0.57], [0.20, -0.32, 1.14], [0.30, -1.21, -0.50], [0.75, 0.50, 0.43], [0.10, 0.08, 0.42], [-0.19, -0.51, -0.33], [0.00, 0.32, 0.37], [-0.32, -0.05, 0.18], [-0.01, -0.71, 0.28], [-1.19, -0.34, 0.44], [0.20, 0.07, 0.31], [-0.03, -0.49, -0.27], [0.23, 0.32, -0.29], [0.28, -0.34, -0.76], [0.06, 0.10, 0.43], [-0.17, -0.04, -0.05], [-0.19, 0.20, 0.07], [0.69, 0.16, 0.46], [-0.32, -0.04, 0.06], [0.46, 0.08, -0.05], [0.77, 0.20, 0.07], [-0.11, 0.00, -0.12], [-0.49, -0.21, -0.73], [0.22, 0.31, -0.27], [-0.28, -0.04, 0.26], [-0.10, -0.21, -0.48], [0.08, 0.03, 0.31], [-0.03, -0.12, 0.11], [0.02, 0.17, 0.18], [-0.11, -0.29, -0.12], [0.50, 0.10, -0.52], [0.56, -0.59, 0.30], [-0.03, 0.15, 0.35], [-0.12, 0.62, -0.29], [-0.40, -0.05, -0.56]]}